Run A
DFT (the ωB97M-V functional and the def2-TZVPD basis) results for a 2-piece molecular cluster, C5H12NO2 overall.

Positions of all 20 atoms, in Å:
C1 -0.5189 1.1057 2.0936
O1 0.4640 1.5782 2.9022
C2 0.0423 0.1241 1.0088
C3 -1.0530 -0.3819 0.0326
C4 -0.7261 -0.7694 -1.3715
C5 -1.4436 -1.5464 -2.1651
N1 1.2690 0.8079 0.4659
H1 -1.0675 1.9617 1.5667
H2 -1.3474 0.6113 2.6629
H3 0.3643 -0.7402 1.5897
H4 -1.6683 -1.1840 0.4119
H5 -1.6639 0.5357 0.0310
H6 0.2797 -0.4406 -1.6976
H7 -2.4129 -2.0033 -1.9322
H8 -1.1218 -1.8400 -3.1780
H9 0.8277 1.5293 -0.1153
H10 1.4268 1.3041 1.3402
H11 2.2855 0.3529 -0.9418
H12 3.1949 -0.8746 -1.0970
O2 2.8692 -0.1305 -1.6071

Values from the calculation:
HOMO energy: -3.1 eV
Frontier orbital gap: 6.75 eV
Charge: -1
Spin multiplicity: 1
LUMO: 3.68 eV

---

Run B
DFT (the ωB97M-V functional and the def2-TZVPD basis) results for a 2-piece molecular cluster, C5H12NO2 overall.

Positions of all 20 atoms, in Å:
C1 -1.7341 -2.1808 1.0593
N1 -1.0981 -1.3148 0.0735
C2 -0.2093 -2.0831 -0.9401
O1 -0.4271 -1.6756 -2.1705
H1 -2.4470 -2.8832 0.6250
H2 -2.2395 -1.5970 1.8318
H3 -0.9607 -2.7649 1.5718
H4 -1.7769 -0.9628 -0.5840
H5 -0.4481 -3.1547 -0.7634
H6 0.8325 -1.9246 -0.5528
C3 1.0618 1.5562 -1.2697
C4 0.8951 1.8066 0.0170
O2 0.1854 1.0488 0.8965
C5 1.4642 3.0059 0.6937
H7 1.6616 2.2438 -1.8396
H8 0.6593 0.6995 -1.7720
H9 -0.2274 0.2202 0.4691
H10 2.0607 3.6169 0.0255
H11 0.6613 3.6303 1.1046
H12 2.0867 2.7133 1.5243

Values from the calculation:
HOMO energy: -2.9 eV
Frontier orbital gap: 6.74 eV
Charge: -1
Spin multiplicity: 1
LUMO: 3.84 eV

---

Short version: run A is the least stable of them.

---

Run A
DFT (the ωB97M-V functional and the def2-TZVPD basis) results for C2H2FOP in the gas phase.

Positions of all 7 atoms, in Å:
O1 -0.6809 2.1340 0.3765
C1 -0.2839 0.8548 -0.1800
C2 0.7610 -0.1795 -0.1415
P1 -0.9007 -0.7873 -0.8583
F1 -1.3198 -1.3045 0.6457
H1 1.6063 -0.2430 -0.6655
H2 0.8180 -0.4745 0.8230

Values from the calculation:
HOMO energy: -9.7 eV
Frontier orbital gap: 8.60 eV
Spin multiplicity: 1
LUMO: -1.10 eV
SMILES string: O=C1CP1F

---

Run B
DFT (the ωB97M-V functional and the def2-TZVPD basis) results for a 2-piece molecular cluster, C2H2FOP overall.

Positions of all 7 atoms, in Å:
C1 -1.1539 -1.0588 -0.9583
C2 -0.9754 -0.0308 -0.2010
O1 -1.3201 -2.0025 -1.6149
F1 2.7766 1.1244 0.4507
P1 2.4857 1.1689 2.0443
H1 -0.7014 0.9324 -0.5797
H2 -1.1115 -0.1336 0.8588

Values from the calculation:
HOMO energy (alpha / beta): -8.7 / -8.7 eV
Frontier orbital gap (alpha / beta): 7.35 / 7.37 eV
Spin multiplicity: 1
LUMO (alpha / beta): -1.30 / -1.31 eV

---

Short version: run A is the least stable of them.

---

Run A
DFT (the ωB97M-V functional and the def2-TZVPD basis) results for C2H4ClNO in the gas phase.

Positions of all 9 atoms, in Å:
O1 -0.7787 -2.4329 -0.1288
N1 0.2472 -1.5569 0.0997
C1 -0.1260 -0.4989 0.5321
C2 0.6846 0.5687 0.4485
Cl1 0.0215 1.8916 -0.4138
H1 -0.3842 -3.2662 -0.6259
H2 -1.2973 -0.3098 0.6484
H3 1.6490 0.2239 0.0006
H4 0.8147 1.1378 1.4613

Values from the calculation:
HOMO energy: -10.0 eV
Frontier orbital gap: 10.95 eV
Spin multiplicity: 1
LUMO: 0.91 eV
SMILES string: O/N=C/CCl

---

Run B
DFT (the ωB97M-V functional and the def2-TZVPD basis) results for a 2-piece molecular cluster, C2H4ClNO overall.

Positions of all 9 atoms, in Å:
C1 0.0118 -1.0174 -1.7446
C2 1.0737 1.5367 1.4289
N1 -0.9045 -1.5424 -2.3779
O1 0.7266 0.2748 1.5604
Cl1 0.4060 0.6983 -1.9695
H1 1.0823 2.0919 2.4287
H2 0.5274 -1.3813 -0.8686
H3 -1.5621 -1.1657 -3.0050
H4 0.6442 -0.2042 0.7168

Values from the calculation:
HOMO energy: -8.5 eV
Frontier orbital gap: 9.05 eV
Spin multiplicity: 1
LUMO: 0.57 eV

---

Short version: run B is the least stable of them.

---

Run A
DFT (the ωB97M-V functional and the def2-TZVPD basis) results for C2H4ClNO as an isolated structure.

Positions of all 9 atoms, in Å:
C1 -0.3323 0.5944 0.0075
C2 -1.3738 -0.3686 0.0355
N1 0.4531 1.4588 -0.0039
O1 1.7631 -1.1401 -0.0575
Cl1 2.8250 0.0468 -0.0623
H1 -1.8155 -0.4562 -0.9570
H2 -2.1432 -0.0873 0.7571
H3 -0.9378 -1.3296 0.3161
H4 1.5614 1.2818 -0.0355

Values from the calculation:
HOMO energy: -8.0 eV
Frontier orbital gap: 8.28 eV
Spin multiplicity: 1
LUMO: 0.25 eV

---

Run B
DFT (the ωB97M-V functional and the def2-TZVPD basis) results for C2H4ClNO in the gas phase.

Positions of all 9 atoms, in Å:
O1 -1.5392 0.6690 -0.2308
C1 -0.2612 0.3751 0.3076
N1 0.9387 0.9733 -0.4202
C2 1.7362 0.1284 -0.9034
Cl1 3.2576 0.6942 -1.4316
H1 -1.8537 0.1020 -0.9292
H2 -0.1140 -0.6730 0.1312
H3 -0.3255 0.6516 1.4061
H4 1.7929 -0.9591 -0.7317

Values from the calculation:
HOMO energy: -10.2 eV
Frontier orbital gap: 10.99 eV
Spin multiplicity: 1
LUMO: 0.76 eV
SMILES string: OC/N=C/Cl

---

Short version: run A is the least stable of them.

---

Run A
DFT (the ωB97M-V functional and the def2-TZVPD basis) results for a 3-piece molecular cluster, C7H16N2 overall.

Positions of all 25 atoms, in Å:
C1 -0.6557 -0.0659 0.0584
C2 0.9627 -0.6156 -1.8281
C3 -1.4176 1.0297 -0.6367
C4 -1.3349 -1.4044 0.1744
C5 1.5275 0.6002 -2.4952
N1 -0.9717 0.6411 2.2119
C6 0.6385 0.0720 0.3831
N2 -0.7964 -0.1793 3.3206
C7 1.7931 0.2231 0.9600
H1 -0.4473 1.5002 2.3762
H2 0.1590 -0.5076 3.4739
H3 -1.4120 -0.9817 3.2504
H4 1.6710 -1.3804 -1.5246
H5 0.0827 -1.0450 -2.2958
H6 -1.7442 0.7007 -1.6250
H7 -0.8218 1.9339 -0.7443
H8 -2.3024 1.2561 -0.0386
H9 -0.6861 -2.1534 0.6243
H10 -2.2227 -1.2804 0.7973
H11 -1.6524 -1.7570 -0.8081
H12 2.7169 0.0770 0.4127
H13 1.8684 0.5455 1.9920
H14 2.3198 1.0582 -1.8975
H15 1.9666 0.3735 -3.4783
H16 0.7590 1.3595 -2.6631

Values from the calculation:
HOMO energy (alpha / beta): -7.2 / -6.1 eV
Frontier orbital gap (alpha / beta): 8.12 / 7.03 eV
Spin multiplicity: 1
LUMO (alpha / beta): 0.93 / 0.91 eV

---

Run B
DFT (the ωB97M-V functional and the def2-TZVPD basis) results for C7H16N2 as an isolated structure.

Positions of all 25 atoms, in Å:
C1 -1.0985 0.2281 0.2745
C2 -0.6314 -0.5660 1.8476
C3 0.7432 2.3256 -0.8498
C4 2.3489 0.5257 -1.1987
C5 -2.4153 -0.3999 -0.1510
C6 -0.2570 -1.9605 1.6920
N1 1.0356 0.9073 -0.7210
C7 0.0305 -0.0379 -0.5966
N2 0.2142 -1.3169 -0.8754
H1 -1.2097 1.2740 0.5472
H2 1.0389 -1.5380 -1.4200
H3 -1.5549 -0.3877 2.3958
H4 0.1799 0.0823 2.1741
H5 1.1125 2.7040 -1.8111
H6 -0.3279 2.5258 -0.8304
H7 2.6660 -0.4138 -0.7471
H8 3.0708 1.2853 -0.8962
H9 2.3901 0.4372 -2.2942
H10 1.2279 2.8933 -0.0500
H11 -2.3028 -1.4716 -0.3000
H12 -2.7770 0.0303 -1.0872
H13 -3.1788 -0.2339 0.6105
H14 0.1073 -1.9512 0.3185
H15 0.6558 -2.2658 2.1931
H16 -1.0684 -2.6757 1.7753

Values from the calculation:
HOMO energy: -7.3 eV
Frontier orbital gap: 8.03 eV
Spin multiplicity: 1
LUMO: 0.77 eV

---

Run C
DFT (the ωB97M-V functional and the def2-TZVPD basis) results for C7H16N2 in the gas phase.

Positions of all 25 atoms, in Å:
C1 1.2475 1.7084 0.2873
C2 0.6251 0.9068 -0.5958
C3 1.3876 -0.0525 -1.4820
C4 2.6131 -0.6953 -0.8330
C5 -0.8452 0.8105 -0.6088
C6 -1.4237 -0.1551 0.6744
C7 -1.0526 -1.6142 0.3981
N1 -0.8439 0.2449 1.9109
N2 -2.8444 0.0645 0.7152
H1 2.3200 1.8037 0.3091
H2 0.7112 2.4970 0.7928
H3 0.7120 -0.8406 -1.8205
H4 1.7087 0.4965 -2.3738
H5 3.0359 -1.4506 -1.4959
H6 2.3450 -1.1713 0.1110
H7 3.3857 0.0433 -0.6271
H8 -1.3126 1.7778 -0.4162
H9 -1.2328 0.3883 -1.5352
H10 0.0263 -1.7335 0.3666
H11 -1.4716 -1.9472 -0.5512
H12 -1.4467 -2.2418 1.1978
H13 -1.2612 1.1120 2.2314
H14 0.1765 0.4627 1.7849
H15 -3.3205 -0.3452 -0.0778
H16 -3.2394 -0.0693 1.6379

Values from the calculation:
HOMO energy: -8.6 eV
Frontier orbital gap: 9.59 eV
Spin multiplicity: 1
LUMO: 1.03 eV
SMILES string: C=C(CC)CC(C)(N)N

---

Run D
DFT (the ωB97M-V functional and the def2-TZVPD basis) results for C7H16N2 in the gas phase.

Positions of all 25 atoms, in Å:
C1 0.0624 -1.3479 -0.3660
C2 1.3867 -1.2391 0.4122
C3 -0.8821 -0.2039 0.0105
C4 -1.9995 -0.5183 -1.0519
C5 -1.2334 -0.3119 1.4255
C6 2.5687 0.4884 -0.5810
C7 -0.5343 2.2541 0.1978
N1 1.7356 0.1329 0.5176
N2 -0.3391 1.0366 -0.4749
H1 0.2567 -1.3369 -1.5692
H2 -0.4901 -2.3076 -0.0971
H3 1.1959 -1.7014 1.3895
H4 2.1559 -1.9274 0.0574
H5 -1.5559 -0.2521 -1.9865
H6 -2.9251 -0.0295 -0.9693
H7 -2.1245 -1.5294 -1.0081
H8 -1.8228 0.4744 1.8122
H9 -0.3799 -0.3113 2.0014
H10 -1.6964 -1.3308 1.6631
H11 3.6192 0.2155 -0.3845
H12 2.1217 0.1420 -1.4983
H13 2.6576 1.4779 -0.5698
H14 0.4004 2.7972 0.2679
H15 -1.1917 3.0468 -0.4124
H16 -0.9862 2.2817 1.2140

Values from the calculation:
HOMO energy (alpha / beta): -8.4 / -8.9 eV
Frontier orbital gap (alpha / beta): 8.65 / 9.35 eV
Spin multiplicity: 1
LUMO (alpha / beta): 0.28 / 0.46 eV

---

Short version: run A is the least stable of them.